The following is a DFT calculation (the ωB97M-V functional and the def2-TZVPD basis) of a structure of composition C33H42NO2P2S2V at a distorted geometry.

ORCA input file:
```
! RIJCOSX wB97M-V def2-TZVPD def2/J DEFGRID3
* xyz 2 3
V -1.1528 1.2365 0.2599
C -2.6251 3.9599 -0.6887
C -2.2366 3.1232 0.4842
C -0.9411 3.3475 1.0635
C -0.5707 2.4395 2.0736
C 0.7042 2.5452 2.7784
C -1.5279 1.3923 2.4369
C -2.9066 1.5180 2.1931
C -3.8128 0.6674 2.9912
C -3.2563 2.3010 1.1089
H -2.8547 5.0495 -0.3805
H -3.4761 3.5700 -1.2473
H -1.7389 4.0596 -1.3528
H -0.2982 4.0756 0.6057
H 0.4733 2.9834 3.7949
H 1.4070 3.1721 2.2428
H 1.1675 1.5810 3.0055
H -1.2789 0.6577 3.1969
H -3.6594 0.7119 4.0536
H -3.6357 -0.3857 2.6927
H -4.9122 0.8865 2.8141
H -4.2676 2.3972 0.6977
N -2.5931 0.4622 -1.1065
C -3.4044 -0.5490 -0.4272
C -4.7928 -0.5120 -0.5627
C -5.5251 -1.5430 0.0522
C -4.8135 -2.5133 0.8057
C -3.4268 -2.5612 0.8750
C -2.7061 -1.4918 0.3391
P -0.8550 -1.3582 0.4088
C -0.2384 -2.4222 1.7536
C 0.3309 -1.8424 2.9116
C 0.6536 -2.6780 3.9459
C 0.6533 -4.0380 3.7866
C 0.2009 -4.6206 2.6121
C -0.2862 -3.8067 1.5744
C -0.3056 -2.4008 -1.0421
C 1.0495 -2.7473 -1.0377
C 1.6574 -3.0627 -2.2497
C 0.8832 -3.1462 -3.4152
C -0.4823 -2.9892 -3.3882
C -1.1000 -2.6150 -2.1711
H -2.0092 0.0486 -1.8661
H -3.1487 1.1893 -1.5424
H -5.2617 0.2631 -1.1761
H -6.6009 -1.5304 0.0409
H -5.3437 -3.2300 1.4672
H -3.0115 -3.4080 1.4084
H 0.3952 -0.7309 3.0277
H 0.9515 -2.2330 4.8954
H 0.9969 -4.7153 4.5870
H 0.1584 -5.7254 2.4813
H -0.5426 -4.2271 0.6112
H 1.5945 -2.6609 -0.1261
H 2.7178 -3.1850 -2.2194
H 1.4210 -3.3325 -4.3549
H -1.1106 -3.0261 -4.2642
H -2.1833 -2.5866 -2.1286
C 5.3898 0.5510 -0.3897
C 4.2406 0.3010 0.5555
C 4.3465 -1.1299 1.0520
O 2.9317 0.2879 -0.1912
P 2.3917 1.6633 -0.7992
S 2.9467 3.2450 0.2507
S 0.4145 1.4676 -1.4111
O 3.0688 1.6234 -2.2325
C 3.1942 2.5794 -3.3215
C 3.0855 1.7520 -4.6113
C 2.1473 3.6672 -3.2908
H 6.3335 0.0543 -0.0866
H 5.5482 1.6342 -0.4508
H 5.1342 0.2430 -1.4400
H 4.0980 1.0159 1.3698
H 4.3519 -1.8361 0.2446
H 3.5276 -1.3417 1.7335
H 5.2555 -1.2605 1.5974
H 4.1742 3.0092 -3.1986
H 2.1339 1.2496 -4.6083
H 3.9043 1.0450 -4.6719
H 3.1634 2.4601 -5.4673
H 1.1672 3.3705 -3.5932
H 2.4312 4.4012 -4.0484
H 2.0966 4.1838 -2.3212
*
```

Summary:
Gap between HOMO and LUMO (alpha / beta) in eV: 5.671 / 5.883
<S²>: 2.0476

The following is a DFT calculation (the ωB97M-V functional and the def2-TZVPD basis) of a cluster of 2 separate species, C7H14O in total at a distorted geometry.

ORCA input file:
```
! RIJCOSX wB97M-V def2-TZVPD def2/J DEFGRID3
* xyz 0 1
C 2.1015 -0.5698 0.6256
C 1.2772 0.3240 -0.0745
C 1.5147 1.7865 0.0820
C -0.0348 -0.0559 -0.6259
C -0.2657 -1.5503 -1.0485
C -0.9866 0.9033 -0.8423
C -2.5278 0.7415 -1.1466
H 1.8640 -1.5473 0.7834
H 2.6808 -0.2148 1.4730
H 1.5838 2.1791 -0.8860
H 2.4531 1.8390 0.6328
H 0.8416 2.3468 0.7005
H 0.6238 -2.0005 -1.4865
H -0.9958 -1.5507 -1.8320
H -0.5372 -2.1004 -0.1998
H -0.5526 1.9341 -0.8869
H -2.7336 -0.3458 -1.2451
H -2.5997 1.2421 -2.1144
H -3.2799 1.1182 -0.5389
O -0.6691 -1.3172 2.4432
H -0.7820 -0.5899 1.7125
H 0.3161 -1.2485 2.5225
*
```

Summary:
Gap between HOMO and LUMO in eV: 9.064
SMILES: C=C(C)/C(C)=C/C.O
Energy above the lowest of the compared OMol25 structures with the same formula, charge and spin in kJ/mol: 250.65

The following is a DFT calculation (the ωB97M-V functional and the def2-TZVPD basis) of a structure of composition C22H28Cl4N2O4Tl at a distorted geometry.

ORCA input file:
```
! RIJCOSX wB97M-V def2-TZVPD def2/J DEFGRID3
* xyz -1 1
Tl -1.6527 -0.1334 0.5519
Cl 1.0134 0.0576 0.1922
N -0.2784 2.4329 0.0667
N -0.5121 -2.5501 0.3406
C -1.0139 3.0828 -0.7860
C -0.8268 -3.1453 -0.7691
C 0.9178 3.3006 0.3225
C 0.2913 4.6696 0.1185
C 1.9912 3.0398 -0.7145
C 1.4713 3.0389 1.7036
H 1.6784 3.4138 -1.6972
H 2.1584 1.9591 -0.7669
H 2.9083 3.5564 -0.4147
H 0.7061 3.2195 2.4616
H 2.3212 3.7118 1.8740
H 1.7897 1.9946 1.7762
C 0.5415 -3.3470 1.0150
C 0.3947 -4.6933 0.3022
C 0.2752 -3.3777 2.5107
C 1.9257 -2.7997 0.7428
H 2.1550 -2.8889 -0.3271
H 2.6642 -3.3703 1.3199
H 1.9712 -1.7296 1.0043
H -0.7166 -3.8022 2.6930
H 0.3259 -2.3681 2.9387
H 1.0210 -4.0141 2.9988
O -0.2759 -4.3513 -0.9653
H -0.2661 -5.3715 0.8632
H 1.3452 -5.1873 0.0484
O -0.7869 4.4014 -0.8849
H 0.9520 5.4418 -0.2976
H -0.2012 5.0214 1.0343
C -2.0657 2.4252 -1.6233
C -1.7823 -2.5972 -1.7867
C -1.4069 -1.2597 -2.3991
H -2.7463 -2.4911 -1.2653
H -1.9037 -3.3577 -2.5606
C -1.6371 -0.0688 -1.7462
C -1.5624 1.1800 -2.3267
H -2.0977 -0.3221 3.2344
C -1.0051 1.2558 -3.6294
C -0.6214 0.0706 -4.2648
C -0.8050 2.5668 -4.3162
C -0.8533 -1.1833 -3.7042
H -0.1484 0.1316 -5.2460
C -0.5251 -2.4270 -4.4759
H -0.0554 -2.1408 -5.4240
H -1.4158 -3.0264 -4.7166
H 0.1753 -3.0631 -3.9190
H -1.7183 3.1757 -4.3631
H -0.4627 2.3803 -5.3409
H -0.0307 3.1600 -3.8077
H -2.4413 3.1648 -2.3352
H -2.8804 2.1611 -0.9309
Cl -2.6783 1.8717 5.9520
C -1.2938 0.8065 5.6948
Cl 0.0895 1.2909 6.6859
Cl -1.6878 -0.9310 5.9572
C -0.9554 0.8848 4.1777
O -2.0843 0.6461 3.4205
O 0.1468 1.1042 3.7337
*
```

Summary:
Gap between HOMO and LUMO in eV: 5.274
Energy above the lowest of the compared OMol25 structures with the same formula, charge and spin in kJ/mol: 148.02

The following is a DFT calculation (the ωB97M-V functional and the def2-TZVPD basis) of a structure of composition C16H14BrFLa at a distorted geometry.

ORCA input file:
```
! RIJCOSX wB97M-V def2-TZVPD def2/J DEFGRID3
* xyz -1 1
C 1.7082 -1.1539 1.7408
C 1.5923 0.2132 2.1598
C 0.2688 0.4005 2.6648
H 2.4104 0.9399 2.1108
C -0.4010 -0.8630 2.6330
C 0.5104 -1.8364 2.1044
H 0.3274 -2.9085 1.9969
H 2.5903 -1.5680 1.2331
H -0.1558 1.3255 3.0696
H -1.3697 -1.0647 3.0918
La 0.0071 -0.2248 0.0570
Br 1.9539 1.1847 -1.4095
C -0.3963 -3.2114 -3.1717
C -0.4107 -4.2540 -2.1975
C 0.9438 -4.5061 -1.7976
H -1.2848 -4.8169 -1.8706
C 1.7913 -3.6182 -2.5261
C 0.9670 -2.8358 -3.3975
H 1.3231 -2.1351 -4.1550
H -1.2637 -2.8104 -3.6972
H 1.2727 -5.2962 -1.1235
H 2.8794 -3.5807 -2.4735
F -2.1408 6.2332 0.7874
C -1.7298 4.9243 0.6252
C -2.6170 4.0305 0.0362
C -2.1698 2.6938 -0.1620
C -0.9194 2.3323 0.2756
C -0.0129 3.2312 0.7793
C -0.4538 4.5637 1.0377
H -3.6135 4.3836 -0.2444
H -2.8086 1.9672 -0.6632
H 1.0288 2.9538 0.9518
H 0.1726 5.3068 1.5343
*
```

Summary:
Gap between HOMO and LUMO in eV: 5.388

The following is a DFT calculation (the ωB97M-V functional and the def2-TZVPD basis) of a cluster of 2 separate species, C29H34N3 in total at a distorted geometry.

ORCA input file:
```
! RIJCOSX wB97M-V def2-TZVPD def2/J DEFGRID3
* xyz 1 1
C -5.7905 -1.4901 -2.8745
C -5.0973 -0.2938 -2.2288
C -3.5992 -0.2041 -2.5334
N -2.8728 -1.4556 -2.3614
C -1.5262 -1.4300 -2.2070
C -0.7237 -0.3683 -1.8464
C 0.7098 -0.6707 -2.0761
C 0.7593 -2.2094 -2.2992
C -0.6909 -2.6723 -2.5006
C -3.4880 -2.6451 -2.9406
C -4.9932 -2.7794 -2.7053
H -6.7700 -1.6261 -2.4051
H -5.9716 -1.2953 -3.9402
H -5.5640 0.6272 -2.5942
H -5.2521 -0.3307 -1.1423
H -3.4972 0.1567 -3.5758
H -3.1649 0.5503 -1.8716
H -1.0668 0.6277 -1.5809
H 1.0933 -0.1906 -2.9904
H 1.3646 -0.3580 -1.2640
H 1.4138 -2.4567 -3.1408
H 1.1663 -2.6984 -1.4095
H -0.9379 -3.4875 -1.8040
H -0.8218 -3.0698 -3.5207
H -3.3000 -2.6776 -4.0327
H -3.0272 -3.5367 -2.4979
H -5.1608 -3.1806 -1.6959
H -5.3655 -3.5275 -3.4137
C 1.0313 -3.5627 4.0365
N 1.2948 -2.3266 3.3202
C 0.7438 -1.1236 3.6465
C 1.1599 -0.1435 2.7150
C 0.7503 1.2033 2.6150
C 1.5549 2.2937 2.2606
C 2.9486 2.4112 1.9852
N 3.2186 3.6804 1.5675
C 4.5123 4.1339 1.0941
C 2.0484 4.4531 1.5974
C 1.0030 3.6320 2.0656
C -0.2922 4.1320 2.1149
C -0.5516 5.3706 1.5019
C 0.4884 6.1221 0.9280
C 1.8231 5.6973 1.0328
C 2.0672 -0.8259 1.8025
C 2.1175 -2.1869 2.1976
C 2.7311 -3.1782 1.4413
C 3.3196 -2.7794 0.2276
C 3.2979 -1.4332 -0.1742
C 2.6816 -0.4486 0.6198
H 1.4398 -4.3996 3.4646
H 1.4993 -3.5453 5.0323
H -0.0532 -3.6926 4.1621
H 0.1055 -1.0092 4.5166
H -0.2423 1.4585 2.9890
H 3.7398 1.6707 2.0785
H 4.3937 5.1136 0.6240
H 5.2359 4.2268 1.9166
H 4.9222 3.4212 0.3642
H -1.0580 3.5390 2.6135
H -1.5751 5.7437 1.4564
H 0.2590 7.0549 0.4161
H 2.6668 6.2833 0.6775
H 2.7239 -4.2107 1.7924
H 3.8017 -3.5178 -0.4153
H 3.7410 -1.1549 -1.1370
H 2.6261 0.5898 0.3055
*
```

Summary:
Gap between HOMO and LUMO in eV: 4.346
Energy above the lowest of the compared OMol25 structures with the same formula, charge and spin in kJ/mol: 90.26

The following is a DFT calculation (the ωB97M-V functional and the def2-TZVPD basis) of the molecule C5H8.

ORCA input file:
```
! RIJCOSX wB97M-V def2-TZVPD def2/J DEFGRID3
* xyz 0 1
C 1.3854 0.9576 -0.8588
C 1.2733 -0.3670 -0.7333
C 0.4038 -1.1646 0.1487
C -0.8019 -0.8284 0.6232
C -1.4479 0.5220 0.6510
H 1.9472 1.3820 -1.6850
H 0.9299 1.6650 -0.1752
H 1.8423 -0.9785 -1.4347
H 0.7278 -2.1932 0.3083
H -1.3943 -1.6187 1.0835
H -2.4538 0.5171 0.2183
H -0.8665 1.2931 0.1511
H -1.5452 0.8136 1.7030
*
```

Summary:
Gap between HOMO and LUMO in eV: 9.886
SMILES: C=C/C=C\C
Energy above the lowest of the compared OMol25 structures with the same formula, charge and spin in kJ/mol: 86.30